No. 1
{
  "formula": "C47H49CoN6O2S3Si",
  "method": "the ωB97M-V functional and the def2-TZVPD basis",
  "symbols": ["Co", "C", "O", "C", "N", "C", "C", "C", "C", "C", "C", "C", "C", "C", "C", "C", "C", "N", "C", "N", "C", "C", "O", "C", "C", "C", "C", "C", "C", "H", "H", "H", "H", "H", "H", "H", "H", "H", "H", "H", "H", "H", "H", "H", "H", "H", "H", "H", "C", "Si", "C", "C", "C", "C", "C", "C", "C", "C", "H", "H", "H", "H", "H", "H", "H", "H", "H", "H", "H", "H", "H", "H", "H", "H", "H", "H", "H", "H", "H", "N", "C", "C", "C", "C", "C", "C", "C", "H", "H", "H", "H", "S", "C", "S", "C", "N", "N", "C", "C", "C", "C", "C", "C", "S", "H", "H", "H", "H", "H"],
  "xyz": [[-0.46, -0.05, 1.00], [-3.61, 2.30, -1.27], [-3.00, 3.04, -0.17], [-2.07, 2.23, 0.31], [-1.86, 1.11, -0.26], [-2.61, 1.17, -1.54], [-3.24, -0.09, -2.09], [-2.95, -1.36, -1.60], [-3.47, -2.49, -2.22], [-4.29, -2.36, -3.33], [-4.60, -1.10, -3.82], [-4.07, 0.03, -3.21], [-1.22, 2.70, 1.42], [-1.23, 3.95, 2.00], [-0.21, 4.25, 2.89], [0.77, 3.31, 3.14], [0.67, 2.09, 2.51], [-0.32, 1.79, 1.70], [1.61, 0.96, 2.58], [1.32, -0.18, 2.06], [2.48, -1.08, 2.29], [3.49, -0.13, 2.98], [2.76, 1.11, 3.19], [3.06, -1.68, 1.03], [3.50, -3.00, 1.05], [4.09, -3.55, -0.08], [4.25, -2.78, -1.23], [3.82, -1.46, -1.24], [3.23, -0.91, -0.11], [-3.75, 2.98, -2.10], [-4.58, 1.92, -0.93], [-1.89, 1.51, -2.29], [-2.29, -1.46, -0.76], [-3.22, -3.47, -1.83], [-4.68, -3.25, -3.82], [-5.23, -0.99, -4.69], [-4.29, 1.01, -3.62], [-2.00, 4.67, 1.73], [-0.17, 5.22, 3.37], [1.62, 3.51, 3.79], [2.16, -1.88, 2.96], [4.34, 0.09, 2.34], [3.83, -0.49, 3.95], [3.37, -3.60, 1.95], [4.42, -4.58, -0.07], [4.70, -3.22, -2.11], [3.94, -0.86, -2.13], [2.87, 0.12, -0.14], [-3.81, -0.49, 1.79], [-2.10, -0.94, 2.44], [-2.07, -2.86, 2.55], [-0.69, -3.34, 3.03], [-3.14, -3.44, 3.49], [-2.39, -3.42, 1.16], [-2.03, -0.10, 4.19], [-2.27, 1.41, 4.08], [-0.69, -0.32, 4.89], [-3.15, -0.65, 5.09], [-4.56, -0.82, 2.50], [-4.02, -0.96, 0.83], [-3.92, 0.59, 1.65], [-0.56, -3.14, 4.10], [0.13, -2.85, 2.51], [-0.60, -4.43, 2.88], [-2.90, -3.28, 4.54], [-3.19, -4.52, 3.33], [-4.13, -3.03, 3.29], [-1.71, -3.06, 0.39], [-3.41, -3.16, 0.86], [-2.32, -4.51, 1.18], [-1.42, 1.92, 3.63], [-2.40, 1.83, 5.08], [-3.17, 1.65, 3.51], [0.15, 0.05, 4.30], [-0.50, -1.38, 5.10], [-0.68, 0.21, 5.86], [-4.14, -0.59, 4.62], [-3.19, -0.05, 6.01], [-2.98, -1.68, 5.39], [0.94, -4.34, -4.80], [0.80, -3.68, -3.87], [0.61, -2.86, -2.70], [0.29, -1.52, -2.81], [0.05, -0.76, -1.67], [0.09, -1.32, -0.39], [0.50, -2.65, -0.31], [0.75, -3.42, -1.43], [0.22, -1.06, -3.79], [-0.14, 0.30, -1.80], [0.64, -3.12, 0.65], [1.05, -4.46, -1.33], [6.68, 4.01, -2.63], [5.06, 3.64, -2.44], [4.44, 3.19, -0.89], [2.82, 2.96, -1.54], [2.78, 3.20, -2.81], [4.03, 3.58, -3.32], [4.04, 3.88, -4.72], [5.12, 4.49, -5.35], [5.06, 4.75, -6.72], [3.94, 4.42, -7.47], [2.87, 3.82, -6.83], [2.90, 3.55, -5.48], [1.52, 2.49, -0.52], [5.99, 4.76, -4.79], [5.91, 5.23, -7.19], [3.91, 4.63, -8.53], [1.98, 3.56, -7.40], [2.07, 3.08, -4.99]],
  "mulliken_charge": [-1.8729, -0.6732, -0.4847, -0.6802, 1.4566, -0.9804, 0.3037, 1.2994, -1.4489, -0.7965, -0.7514, -0.8556, -0.1826, -0.1140, -1.4669, -0.4547, 0.0036, 1.5852, -0.1169, 0.6811, -0.5791, -0.6676, -0.5155, -0.0772, -0.0245, -1.0327, -0.5301, -0.7106, 0.6949, 0.4181, 0.3859, 0.6181, 0.0253, 0.4626, 0.4286, 0.4013, 0.4042, 0.6815, 0.4929, 0.6874, 0.5769, 0.4260, 0.3436, 0.4491, 0.4099, 0.4511, 0.5165, -0.3222, -1.5066, 0.1648, 2.4559, -1.7574, -2.1531, -1.5285, 2.8695, -2.4086, -1.9586, -1.8044, 0.6410, 0.3799, 0.3252, 0.3210, -0.0909, 0.4671, 0.4516, 0.5237, 0.3090, -0.2111, 0.4410, 0.5985, 0.7891, 0.6547, 0.2850, 0.3282, 0.3771, 0.4529, 0.2968, 0.5356, 0.3682, -0.5977, -0.4349, 0.3564, -1.3893, -0.0817, 1.9720, 1.3210, -1.0785, 0.6411, 0.0865, -0.0965, 0.5463, -0.4096, 0.2266, -0.1514, 0.0614, -0.8174, 0.5865, 0.7087, -0.4598, -0.6617, -0.4673, -0.5405, -0.3346, -0.1570, 0.1556, 0.3557, 0.3705, 0.3448, 0.4630],
  "lumo_ev": [-1.50, -1.84],
  "homo_ev": [-6.89, -6.89]
}

=====

No. 2
{
  "formula": "C47H49N4P2PdSbSi",
  "method": "the ωB97M-V functional and the def2-TZVPD basis",
  "symbols": ["Pd", "C", "C", "C", "C", "C", "C", "N", "Sb", "C", "C", "C", "C", "C", "C", "N", "C", "C", "C", "C", "C", "C", "N", "H", "H", "H", "H", "H", "H", "H", "H", "H", "H", "H", "H", "H", "H", "H", "H", "H", "H", "C", "Si", "C", "C", "H", "H", "H", "H", "H", "H", "H", "H", "H", "N", "C", "C", "P", "C", "C", "C", "C", "C", "C", "C", "C", "C", "C", "C", "C", "P", "C", "C", "C", "C", "C", "C", "C", "C", "C", "C", "C", "C", "H", "H", "H", "H", "H", "H", "H", "H", "H", "H", "H", "H", "H", "H", "H", "H", "H", "H", "H", "H", "H", "H"],
  "xyz": [[0.21, -1.38, 0.06], [0.49, -4.70, -1.22], [0.42, -4.51, 0.26], [0.72, -5.54, 1.14], [0.75, -5.28, 2.51], [0.33, -4.05, 2.97], [-0.10, -3.11, 2.03], [0.07, -3.31, 0.72], [-3.02, -4.48, 2.14], [-3.35, -4.20, 0.01], [-4.48, -4.75, -0.58], [-4.68, -4.51, -1.93], [-3.76, -3.75, -2.63], [-2.66, -3.23, -1.96], [-1.65, -2.37, -2.65], [-2.48, -3.46, -0.66], [-1.67, -0.92, 2.12], [-2.80, 0.66, 3.11], [-3.92, 1.45, 2.52], [-4.08, 1.59, 1.21], [-3.20, 0.90, 0.22], [-3.39, 1.47, -1.18], [-1.95, -0.82, 0.68], [1.26, -5.41, -1.49], [0.67, -3.74, -1.71], [-0.47, -5.09, -1.58], [1.00, -6.51, 0.76], [1.11, -6.03, 3.20], [0.34, -3.80, 4.02], [-5.17, -5.33, 0.01], [-5.56, -4.91, -2.42], [-3.89, -3.56, -3.68], [-1.07, -2.95, -3.36], [-0.97, -1.92, -1.90], [-2.15, -1.57, -3.21], [-2.58, 1.01, 4.12], [-4.60, 1.93, 3.21], [-4.88, 2.18, 0.81], [-3.17, 2.54, -1.19], [-4.42, 1.33, -1.49], [-2.74, 0.98, -1.90], [3.04, -1.07, 1.52], [2.57, -1.65, -0.26], [3.38, -3.36, -0.58], [3.06, -0.50, -1.72], [4.05, -0.67, 1.53], [2.99, -1.90, 2.22], [2.36, -0.30, 1.90], [4.46, -3.22, -0.51], [3.19, -3.76, -1.57], [3.11, -4.11, 0.16], [4.14, -0.41, -1.72], [2.64, 0.50, -1.64], [2.78, -0.91, -2.69], [0.50, -1.12, 3.14], [-0.37, -1.69, 2.47], [0.57, 2.44, 0.68], [-0.09, 0.93, -0.17], [-1.74, 0.67, 0.71], [-1.53, 0.61, 2.23], [-2.90, -0.91, 3.06], [-4.15, -1.43, 2.44], [-4.38, -1.26, 1.14], [-3.35, -0.67, 0.24], [-0.26, 1.57, -1.87], [0.12, 0.71, -2.90], [0.16, 1.15, -4.21], [-0.20, 2.46, -4.50], [-0.61, 3.31, -3.49], [-0.64, 2.88, -2.18], [2.40, 2.45, 1.09], [2.54, 4.00, 2.03], [1.57, 4.45, 2.92], [1.76, 5.64, 3.61], [2.93, 6.36, 3.44], [3.92, 5.89, 2.59], [3.74, 4.71, 1.90], [3.17, 2.95, -0.50], [4.39, 2.37, -0.84], [5.05, 2.75, -2.00], [4.49, 3.70, -2.83], [3.29, 4.30, -2.48], [2.63, 3.94, -1.32], [0.04, 2.56, 1.63], [0.36, 3.31, 0.06], [-0.63, 1.03, 2.67], [-2.70, -1.36, 4.03], [-4.90, -1.84, 3.10], [-5.30, -1.57, 0.68], [-3.47, -1.05, -0.77], [0.41, -0.31, -2.65], [0.47, 0.48, -4.99], [-0.16, 2.82, -5.52], [-0.91, 4.32, -3.72], [-0.98, 3.55, -1.41], [0.66, 3.90, 3.09], [1.00, 6.00, 4.28], [3.08, 7.28, 3.99], [4.84, 6.45, 2.47], [4.52, 4.35, 1.25], [4.83, 1.63, -0.18], [5.99, 2.30, -2.25], [4.99, 3.99, -3.74], [2.86, 5.07, -3.11], [1.72, 4.45, -1.04]],
  "mulliken_charge": [0.1670, -1.3419, 0.3132, -0.7395, -0.9970, -0.3179, 0.0316, 1.4447, 0.4945, -0.1054, -0.8407, -0.6415, -1.0346, 0.0903, 0.1585, 0.6154, 1.0832, -0.6620, -1.3679, -1.3316, 2.0933, -2.1411, 0.4554, 0.5610, -0.0601, 0.2097, 0.5736, 0.5491, 0.6492, 0.4864, 0.4307, 0.5431, 0.6847, -1.1416, 0.5918, 0.7200, 0.4799, 0.5720, 0.3856, 0.6642, 0.2816, -0.8692, 0.9807, -1.2021, -0.6451, 0.6178, 0.4106, -0.1046, 0.5122, 0.3157, 0.2950, 0.5745, -0.2383, 0.3891, -0.9777, -1.1856, -1.3773, 1.3103, 0.6685, -1.3442, -0.2566, -1.4860, -1.4917, -0.4549, 1.1859, -0.5727, -1.3418, -0.8625, -1.1283, -0.6726, 0.6973, 0.7262, -0.3518, -0.6848, -0.4790, -0.7446, -0.5070, 0.3137, -0.1935, -0.6635, -0.7050, -0.6731, -0.1282, 0.4999, 0.5991, 0.8750, 0.3337, 0.3057, 0.5551, 1.3761, 0.5919, 0.5460, 0.4353, 0.5151, 0.6569, 0.3155, 0.4476, 0.4253, 0.4447, 0.4072, 0.5677, 0.5051, 0.4460, 0.4875, 0.4009],
  "lumo_ev": [-4.64, -8.95],
  "spin_multiplicity": 5,
  "homo_ev": [-11.41, -12.78],
  "s_squared": 6.037,
  "charge": 2
}

=====

| no. | largest force on an atom (eV/Å) |
| --- | --- |
| 1 | 2.59 |
| 2 | 3.11 |